(1)
14
Properties=species:S:1:pos:R:3 method="wB97M-V/def2-TZVPD" relative_energy_kcal_mol=62.1 homo_ev="-7.930 / -7.986" homo_lumo_gap_ev="7.34 / 7.84" e_lumo_ev="-0.59 / -0.15"
C -0.817 -0.545 -0.008
H -0.468 2.641 -1.133
I 3.543 -0.146 0.027
H -2.195 1.137 -0.030
H -1.108 0.872 1.565
P 0.144 2.105 -0.018
H -1.549 -1.130 0.340
H 0.339 -2.172 0.268
H 1.337 -0.570 -1.600
C -1.154 0.894 0.507
H 0.918 -0.982 1.370
C 0.517 -1.124 0.387
C 1.533 -0.485 -0.532
H -1.040 -0.497 -1.143

(2)
16
Properties=species:S:1:pos:R:3 method="wB97M-V/def2-TZVPD" relative_energy_kcal_mol=0.0 homo_ev="-4.577 / -4.448" spin_multiplicity=6 s_squared=8.777 homo_lumo_gap_ev="4.45 / 4.96" e_lumo_ev="-0.12 / 0.51"
C 2.637 0.009 0.398
C 0.695 -1.273 -0.315
H -2.768 0.832 -0.555
H 3.198 0.203 1.329
H -1.355 -1.182 -0.925
H -1.976 2.228 0.242
H 1.063 -1.015 -1.317
H 0.726 -2.363 -0.201
C -0.724 -0.803 -0.105
O -0.769 0.612 -0.051
H -1.105 -1.194 0.853
H -2.393 0.781 1.214
O 1.520 -0.718 0.711
C -2.056 1.135 0.228
O 2.559 0.869 -0.505
Mn 0.748 1.877 -0.999

(3)
13
Properties=species:S:1:pos:R:3 method="wB97M-V/def2-TZVPD" relative_energy_kcal_mol=141.6 homo_ev="-15.782 / -15.689" charge=+1 homo_lumo_gap_ev="9.17 / 7.57" e_lumo_ev="-6.61 / -8.11"
C 0.079 0.002 0.173
H 0.823 2.125 -0.258
C 0.796 1.281 0.417
H 1.503 0.593 -1.328
H 1.002 1.513 1.509
N -1.247 -0.192 -0.340
C -0.862 -0.955 0.829
H -1.797 0.624 -0.111
H -0.907 -2.055 0.698
H -2.111 -0.935 -1.970
H -1.210 -0.664 1.883
H 2.260 -0.503 -0.239
C 1.427 0.100 -0.379

(4)
13
Properties=species:S:1:pos:R:3 method="wB97M-V/def2-TZVPD" smiles="CC=C=[NH+]C" relative_energy_kcal_mol=66.4 homo_ev=-15.498 charge=+1 homo_lumo_gap_ev=10.52 e_lumo_ev=-4.98
C 2.631 0.369 -0.501
H -2.776 -0.222 -1.036
H 3.020 1.094 0.220
H -2.979 0.405 0.501
H 2.385 0.901 -1.405
H 3.517 -0.541 -0.524
N -1.115 0.971 0.085
H -1.699 1.661 0.353
C -2.214 0.012 -0.098
H -1.814 -0.950 0.191
C 1.305 0.128 0.405
C 0.076 0.531 0.113
H 1.642 -0.211 1.415

(5)
13
Properties=species:S:1:pos:R:3 method="wB97M-V/def2-TZVPD" relative_energy_kcal_mol=127.5 homo_ev="-15.861 / -15.924" charge=+1 homo_lumo_gap_ev="10.09 / 9.69" e_lumo_ev="-5.77 / -6.23"
H -2.357 -1.706 -0.604
H -0.288 -0.927 1.858
H 1.276 -1.416 1.047
C -0.438 -1.072 -0.330
C 0.289 -0.976 0.942
H -0.732 1.976 -0.511
N 0.159 0.182 0.054
H -0.833 1.583 1.220
H 0.254 0.029 -2.106
H 1.581 -0.874 -1.230
H 0.709 2.122 0.520
C 0.576 -0.462 -1.195
C -0.197 1.540 0.335

(6)
14
Properties=species:S:1:pos:R:3 method="wB97M-V/def2-TZVPD" smiles=CN[C@@H](C)C#N relative_energy_kcal_mol=16.0 homo_ev=-9.577 homo_lumo_gap_ev=10.52 e_lumo_ev=0.94
H -0.099 0.194 -1.457
C 1.893 -0.054 0.332
H 2.249 -0.218 -0.691
H 0.184 -0.530 1.360
H -2.247 -0.663 0.560
C -0.431 0.143 -0.408
N 0.540 -0.525 0.410
N -0.611 2.720 0.340
C -0.587 1.614 -0.014
H 1.998 1.008 0.585
H 2.492 -0.661 1.012
C -1.680 -0.739 -0.367
H -1.404 -1.809 -0.454
H -2.296 -0.479 -1.209

(7)
14
Properties=species:S:1:pos:R:3 method="wB97M-V/def2-TZVPD" smiles="C/C=N/CC#N.[H][H]" relative_energy_kcal_mol=80.3 homo_ev=-10.112 homo_lumo_gap_ev=11.11 e_lumo_ev=1.00
C -1.990 -0.145 1.197
N -0.405 -0.128 -0.666
C -1.781 -0.197 -0.262
N -2.083 -0.084 2.348
H 2.629 0.660 0.391
H 0.785 -1.579 -0.454
C 0.446 0.389 0.120
H 0.263 0.774 1.128
H 2.103 0.196 -1.310
H -2.328 0.630 -0.724
H 1.240 1.595 -0.501
C 1.811 0.591 -0.336
H -2.210 -1.126 -0.648
H 1.519 -1.577 -0.283

(8)
14
Properties=species:S:1:pos:R:3 method="wB97M-V/def2-TZVPD" relative_energy_kcal_mol=0.0 homo_ev=-8.709 homo_lumo_gap_ev=9.73 e_lumo_ev=1.02
H 0.345 -1.887 -1.133
N 0.757 0.700 0.768
C -0.580 0.872 0.446
C -0.929 -0.154 -0.551
H -1.495 0.265 -1.363
C 0.415 -0.842 -0.933
N -1.308 1.749 1.057
H 2.344 -0.457 0.015
C 1.310 -0.567 0.284
H 1.066 1.114 1.664
H 0.767 -0.378 -1.854
H -1.660 -0.807 -0.050
H 1.197 -1.313 1.056
H -2.230 1.705 0.592

(9)
14
Properties=species:S:1:pos:R:3 method="wB97M-V/def2-TZVPD" smiles="[H]/N=N/[C@@H]1C[C@H]1C" relative_energy_kcal_mol=67.3 homo_ev=-9.029 homo_lumo_gap_ev=10.17 e_lumo_ev=1.14
C -0.268 -0.007 0.561
H 0.282 2.018 0.726
H 3.968 -0.443 0.285
N 2.211 0.076 0.398
N 3.130 -0.471 -0.197
H -1.494 -0.585 -1.078
H -0.474 1.731 -1.008
C 0.089 1.336 -0.079
C -1.470 -0.754 -0.015
H 1.065 -0.420 -1.340
H -1.254 -1.743 0.401
H -0.263 -0.181 1.592
C 1.005 0.088 -0.295
H -2.393 -0.292 0.353

(10)
14
Properties=species:S:1:pos:R:3 method="wB97M-V/def2-TZVPD" relative_energy_kcal_mol=70.7 homo_ev="-7.685 / -7.685" homo_lumo_gap_ev="8.13 / 8.13" e_lumo_ev="0.45 / 0.44"
C -1.132 -0.122 0.551
H 0.417 -0.848 -2.232
N -0.060 -0.422 -0.229
H 0.336 2.080 0.750
C 1.137 -0.774 0.169
H -1.296 -0.471 -1.921
H 1.074 2.017 0.643
C -1.017 -0.235 1.944
H 1.899 -0.960 -0.574
H -0.081 0.841 -1.894
C -0.267 -0.212 -1.669
N -0.859 -0.348 3.093
H 1.333 -0.867 1.228
H -2.050 0.159 0.061

It is found that the maximum force values, taken in the order of the records, are 4.12 3.36 2.77 5.98 4.26 1.56 2.54 2.37 3.79 1.08 eV/Å.